No. 1
Below is a structure of composition C38H57CuGeNO3PSeSi3, with properties calculated with wB97M-V/def2-TZVPD.

Structure (ORCA input):
```
! wB97M-V def2-TZVPD RIJCOSX def2/J DEFGRID3
* xyz 0 1
Cu -0.01 0.22 -0.18
O 0.11 2.22 -0.52
C -1.00 2.63 -1.36
C -1.00 1.78 -2.60
C -0.99 2.35 -3.86
C -1.02 1.51 -4.97
C -1.04 0.14 -4.77
C -1.03 -0.34 -3.47
N -1.02 0.46 -2.40
H -0.03 2.60 0.37
H -0.88 3.69 -1.62
H -1.93 2.49 -0.81
H -0.96 3.42 -3.97
H -1.02 1.92 -5.97
H -1.05 -0.55 -5.60
H -1.02 -1.40 -3.26
O -0.19 -3.72 -0.10
C -0.42 -2.53 -0.12
O 0.49 -1.62 -0.27
C -1.91 -2.10 -0.06
P -2.34 -0.38 0.49
C -3.97 -0.10 -0.32
C -4.20 -0.45 -1.65
C -5.39 -0.13 -2.28
C -6.38 0.55 -1.59
C -6.16 0.91 -0.27
C -4.97 0.59 0.35
C -2.83 -0.56 2.24
C -2.67 0.55 3.07
C -3.03 0.50 4.40
C -3.55 -0.67 4.94
C -3.72 -1.78 4.12
C -3.37 -1.72 2.78
H -2.45 -2.86 0.49
H -2.25 -2.19 -1.10
H -3.44 -0.97 -2.23
H -5.55 -0.42 -3.31
H -7.32 0.79 -2.08
H -6.93 1.44 0.28
H -4.82 0.87 1.39
H -2.22 1.45 2.66
H -2.88 1.37 5.03
H -3.81 -0.71 5.99
H -4.13 -2.69 4.53
H -3.52 -2.60 2.17
C 0.05 0.42 8.56
C 0.17 0.31 7.07
C 0.07 -0.92 6.43
C 0.22 -1.06 5.05
C 0.05 -2.44 4.48
C 0.50 0.07 4.27
Se 0.64 -0.18 2.36
C 0.52 1.33 4.89
C 0.62 2.61 4.12
C 0.38 1.42 6.28
H -0.31 -0.51 9.00
H -0.65 1.22 8.85
H 1.01 0.65 9.02
H -0.14 -1.81 7.02
H -0.39 -3.10 5.23
H 1.00 -2.87 4.16
H -0.60 -2.43 3.60
H 0.50 2.41 3.06
H 1.58 3.11 4.28
H -0.16 3.31 4.44
H 0.41 2.41 6.73
C 3.29 -3.30 -0.56
Si 3.58 -2.17 0.89
C 2.92 -2.89 2.46
C 5.43 -1.86 1.10
Ge 2.76 0.04 0.46
Si 3.70 1.84 1.72
C 5.42 2.26 1.07
C 3.89 1.38 3.51
C 2.69 3.39 1.43
Si 3.10 0.51 -1.88
C 2.22 -0.70 -3.01
C 2.77 2.27 -2.42
C 4.94 0.23 -2.12
H 3.83 -4.23 -0.40
H 3.64 -2.86 -1.49
H 2.22 -3.52 -0.64
H 3.53 -3.75 2.75
H 1.89 -3.22 2.30
H 2.92 -2.16 3.26
H 5.93 -2.79 1.38
H 5.62 -1.13 1.89
H 5.90 -1.50 0.19
H 6.07 1.38 1.03
H 5.88 2.98 1.75
H 5.39 2.71 0.08
H 4.73 0.69 3.62
H 2.99 0.90 3.92
H 4.11 2.27 4.11
H 2.79 3.71 0.39
H 3.05 4.20 2.06
H 1.63 3.25 1.65
H 1.26 -1.02 -2.60
H 2.83 -1.59 -3.14
H 2.06 -0.24 -3.99
H 1.71 2.50 -2.49
H 3.21 2.41 -3.41
H 3.22 3.00 -1.75
H 5.22 -0.81 -1.92
H 5.57 0.87 -1.52
H 5.15 0.43 -3.17
*
```

Results
- Energy above the lowest of the compared OMol25 structures with the same formula, charge and spin: 60.71 kcal/mol
- Electronic energy: -247391.0810 eV
- Kohn-Sham gap: 6.3 eV
- LUMO: -0.0165 Ha

=====

No. 2
Below is a structure of composition C38H58AlBFK2N5O17S in a non-equilibrium geometry, with properties calculated with wB97M-V/def2-TZVPD.

Structure (ORCA input):
```
! wB97M-V def2-TZVPD RIJCOSX def2/J DEFGRID3
* xyz 3 2
C 3.38 -0.74 -2.02
C 2.76 -2.18 -2.18
C 1.40 -2.12 -2.93
C 0.33 -1.31 -2.11
N -0.98 -1.79 -2.56
N -2.09 -0.87 -2.31
S -1.89 0.01 -0.76
C -2.21 0.08 -3.46
B -2.91 1.50 -3.07
O -2.15 2.58 -2.66
O -4.28 1.70 -3.17
C -3.29 -1.74 -2.13
C -3.25 -2.84 -1.29
C -4.35 -3.64 -1.06
N -5.51 -3.43 -1.68
C -5.52 -2.40 -2.50
C -4.50 -1.51 -2.77
H 2.74 0.02 -2.50
H 3.47 -0.55 -0.95
H 4.36 -0.72 -2.52
H 3.43 -2.83 -2.76
H 2.55 -2.59 -1.18
H 1.56 -1.53 -3.88
H 0.99 -3.10 -3.20
H 0.54 -1.55 -1.07
H 0.53 -0.25 -2.35
H -0.93 -2.00 -3.55
H -1.45 -0.99 0.09
H -1.24 0.35 -3.88
H -2.77 -0.36 -4.29
H -2.48 2.79 -1.77
H -4.40 2.27 -3.94
H -2.33 -3.05 -0.74
H -4.24 -4.47 -0.36
H -6.46 -2.22 -3.04
H -4.63 -0.69 -3.47
N -8.77 -3.04 -4.38
O -8.20 -4.04 -4.86
O -9.98 -3.12 -4.05
O -8.16 -1.98 -4.22
K -11.07 -4.82 -4.86
C -2.89 -2.74 2.04
O -3.77 -1.91 1.75
O -1.64 -2.61 1.78
O -3.11 -3.86 2.62
C 3.07 -1.47 4.25
C 3.24 -0.96 2.84
C 4.60 -1.25 2.24
O 4.76 -0.16 1.32
C 4.03 0.88 1.80
O 4.11 2.00 1.39
O 3.21 0.48 2.79
H 2.06 -1.26 4.61
H 3.25 -2.54 4.31
H 3.76 -0.96 4.93
H 2.44 -1.34 2.20
H 4.63 -2.21 1.72
H 5.41 -1.21 2.97
C -5.88 5.89 1.21
C -4.79 5.15 0.92
C -4.85 4.03 -0.09
O -3.84 3.39 -0.32
C -6.12 3.74 -0.72
C -7.20 4.48 -0.42
C -7.13 5.61 0.56
O -8.16 6.26 0.80
O -8.39 4.24 -0.97
O -3.63 5.37 1.49
H -5.84 6.69 1.93
H -6.16 2.92 -1.42
H -9.01 4.89 -0.61
H -3.01 4.71 1.12
C -9.10 0.59 0.43
C -10.24 1.20 1.22
O -9.78 2.28 2.04
H -8.32 0.23 1.10
H -9.45 -0.24 -0.19
H -8.64 1.35 -0.22
H -10.68 0.46 1.89
H -11.02 1.57 0.56
H -9.39 2.94 1.46
F -2.42 -0.03 5.26
C -3.22 1.01 4.98
C -4.31 0.82 4.16
C -5.13 1.90 3.88
C -4.85 3.15 4.42
C -3.75 3.32 5.24
C -2.93 2.24 5.54
H -4.50 -0.16 3.74
H -6.00 1.77 3.24
H -5.49 4.00 4.20
H -3.53 4.30 5.66
H -2.07 2.35 6.18
K -8.93 7.82 1.85
C 8.53 -0.96 -2.02
C 8.69 -0.27 -0.64
C 9.94 0.64 -0.61
C 11.26 -0.12 -0.53
C 11.26 -1.07 0.67
C 10.07 -2.05 0.66
N 8.76 -1.29 0.47
O 8.44 -0.78 1.51
C 10.28 -3.10 -0.44
C 10.06 -2.87 1.96
C 7.45 0.64 -0.52
H 9.23 -0.57 -2.75
H 8.65 -2.04 -1.98
H 7.52 -0.82 -2.41
H 9.88 1.32 0.24
H 9.94 1.27 -1.50
H 11.45 -0.67 -1.45
H 12.08 0.59 -0.42
H 12.19 -1.65 0.68
H 11.26 -0.48 1.59
H 9.39 -3.73 -0.57
H 11.10 -3.76 -0.18
H 10.55 -2.67 -1.40
H 10.05 -2.24 2.85
H 10.96 -3.48 2.02
H 9.20 -3.54 2.00
H 6.53 0.06 -0.48
H 7.39 1.29 -1.40
H 7.48 1.29 0.35
Al 3.00 -0.87 -4.98
*
```

Results
- Electronic energy: -136047.8646 eV
- Kohn-Sham gap (alpha / beta): 3.1 / 3.1 eV
- LUMO (alpha / beta): -0.3451 / -0.3451 Ha
- ⟨S²⟩: 0.76

=====

No. 3
Below is a structure of composition C38H58FMnN4O4S2Si in a non-equilibrium geometry, with properties calculated with wB97M-V/def2-TZVPD.

Structure (ORCA input):
```
! wB97M-V def2-TZVPD RIJCOSX def2/J DEFGRID3
* xyz 0 5
Mn -0.99 -0.64 0.00
C 1.77 -2.91 2.60
C 2.06 -1.91 1.49
C 3.45 -1.30 1.66
C 1.95 -2.59 0.13
O 1.07 -0.86 1.46
Si 0.66 0.29 2.58
S -1.08 1.05 1.63
O 0.48 -0.38 4.04
C -0.42 -0.45 5.15
C -0.62 0.96 5.70
C 0.26 -1.34 6.18
C -1.75 -1.06 4.72
O 1.86 1.38 2.66
C 2.00 2.81 2.69
C 3.35 3.08 3.33
C 1.96 3.33 1.26
C 0.88 3.45 3.52
H 2.46 -3.74 2.54
H 0.75 -3.29 2.51
H 1.87 -2.44 3.58
H 4.21 -2.08 1.64
H 3.51 -0.76 2.61
H 3.64 -0.58 0.86
H 2.56 -3.48 0.08
H 2.26 -1.89 -0.66
H 0.91 -2.88 -0.06
H 0.34 1.40 5.95
H -1.23 0.92 6.61
H -1.13 1.58 4.97
H 1.21 -0.91 6.49
H 0.45 -2.33 5.74
H -0.38 -1.47 7.05
H -2.18 -0.49 3.90
H -2.45 -1.07 5.55
H -1.59 -2.08 4.40
H 4.15 2.67 2.71
H 3.40 2.61 4.31
H 3.51 4.15 3.45
H 2.71 2.82 0.66
H 2.17 4.41 1.25
H 0.98 3.16 0.82
H 0.94 3.13 4.56
H -0.10 3.17 3.12
H 0.97 4.54 3.48
C 1.73 1.10 -1.20
C 1.16 2.22 -2.06
C 1.16 1.81 -3.54
C -0.21 2.77 -1.66
C -0.34 4.16 -1.65
C -1.55 4.77 -1.39
C -2.66 3.99 -1.11
C -2.57 2.61 -1.08
C -3.83 1.82 -0.73
C -4.88 1.92 -1.84
C -4.43 2.27 0.60
C -1.34 1.99 -1.38
N -1.28 0.57 -1.46
C -1.84 0.01 -2.60
C -2.20 0.70 -3.76
C -2.73 0.03 -4.85
C -2.93 -1.35 -4.83
C -2.57 -2.06 -3.69
C -2.05 -1.36 -2.65
F -1.67 -2.04 -1.49
H 2.81 1.02 -1.37
H 1.28 0.14 -1.46
H 1.58 1.28 -0.13
H 1.84 3.07 -1.95
H 0.55 0.91 -3.68
H 2.17 1.58 -3.87
H 0.76 2.61 -4.17
H 0.54 4.76 -1.86
H -1.63 5.85 -1.41
H -3.60 4.48 -0.90
H -3.55 0.77 -0.63
H -5.22 2.96 -1.95
H -5.75 1.31 -1.59
H -4.50 1.58 -2.80
H -4.81 3.29 0.54
H -3.69 2.23 1.40
H -5.27 1.62 0.87
H -2.06 1.77 -3.80
H -3.01 0.59 -5.73
H -3.35 -1.86 -5.69
H -2.70 -3.14 -3.63
N -1.44 -1.98 1.24
C -1.90 -2.90 1.79
C -2.39 -4.00 2.44
C -3.51 -3.89 3.30
N -4.43 -3.79 3.99
C -1.74 -5.25 2.21
N -1.19 -6.24 2.02
C 4.54 -2.64 -3.42
C 3.30 -1.88 -3.88
S 1.81 -2.66 -3.19
O 0.77 -1.59 -3.06
C 1.32 -3.65 -4.64
C 0.82 -2.79 -5.79
H 5.44 -2.19 -3.84
H 4.51 -3.68 -3.74
H 4.63 -2.63 -2.33
H 3.23 -1.84 -4.97
H 3.27 -0.87 -3.49
H 0.53 -4.29 -4.25
H 2.17 -4.28 -4.89
H 0.19 -1.99 -5.41
H 0.22 -3.39 -6.48
H 1.64 -2.34 -6.35
*
```

Results
- Electronic energy: -118088.4094 eV
- Kohn-Sham gap (alpha / beta): 5.8 / 7.8 eV
- LUMO (alpha / beta): -0.0821 / -0.0167 Ha
- ⟨S²⟩: 6.19

=====

No. 4
Below is a structure of composition C38H59CsNPS4Sb2Si2Te in a non-equilibrium geometry, with properties calculated with wB97M-V/def2-TZVPD.

Structure (ORCA input):
```
! wB97M-V def2-TZVPD RIJCOSX def2/J DEFGRID3
* xyz -2 1
Cs 0.67 -0.16 -1.76
C -0.38 -5.08 -2.32
C 0.92 -4.36 -2.52
C 1.72 -4.09 -1.41
C 2.93 -3.41 -1.56
C 3.76 -3.11 -0.34
C 3.34 -3.03 -2.83
C 2.56 -3.30 -3.95
C 3.00 -2.84 -5.30
C 1.35 -3.96 -3.77
H -0.99 -5.05 -3.22
H -0.94 -4.61 -1.51
H -0.20 -6.12 -2.06
H 1.39 -4.39 -0.43
H 4.28 -4.01 0.00
H 3.13 -2.75 0.47
H 4.51 -2.35 -0.57
H 4.27 -2.49 -2.96
H 2.72 -1.79 -5.44
H 2.55 -3.43 -6.09
H 4.09 -2.88 -5.39
H 0.72 -4.16 -4.63
N -2.43 -1.52 -2.71
C -3.62 -1.92 -2.19
C -4.54 -2.66 -2.94
C -5.72 -3.10 -2.40
C -6.03 -2.82 -1.07
C -5.13 -2.10 -0.30
C -3.93 -1.66 -0.83
P -2.67 -0.75 0.14
C -3.67 -0.26 1.59
C -3.65 -0.93 2.81
C -4.35 -0.43 3.90
C -5.06 0.75 3.79
C -5.09 1.43 2.57
C -4.40 0.93 1.49
C -1.73 -2.14 0.86
C -0.61 -1.78 1.62
C 0.21 -2.75 2.16
C -0.08 -4.10 1.98
C -1.21 -4.46 1.25
C -2.02 -3.49 0.68
H -2.33 -1.56 -3.72
H -2.09 -0.62 -2.38
H -4.30 -2.87 -3.98
H -6.43 -3.65 -3.01
H -6.97 -3.14 -0.65
H -5.36 -1.88 0.73
H -3.09 -1.85 2.91
H -4.34 -0.97 4.84
H -5.59 1.15 4.64
H -5.65 2.35 2.49
H -4.41 1.45 0.54
H -0.40 -0.74 1.80
H 1.07 -2.46 2.75
H 0.56 -4.85 2.40
H -1.46 -5.50 1.13
H -2.87 -3.78 0.09
S 2.93 0.63 -5.49
Sb 1.39 1.98 -4.42
S -0.63 0.79 -4.26
S 2.23 2.40 -2.19
S 1.07 3.89 -5.66
C -0.04 4.95 -2.44
Sb -1.02 3.12 -1.88
C -2.09 4.18 -0.31
C -2.58 3.43 -3.34
H -0.70 5.79 -2.22
H 0.17 4.92 -3.51
H 0.90 5.06 -1.91
H -2.58 5.08 -0.67
H -1.39 4.47 0.47
H -2.83 3.53 0.14
H -2.90 4.47 -3.34
H -3.43 2.78 -3.12
H -2.18 3.17 -4.31
C -0.09 1.95 5.57
Si 0.20 2.51 3.76
C 0.77 4.33 3.81
C -1.48 2.34 2.88
C 1.53 1.46 2.93
Te 1.76 1.99 0.76
C 3.63 0.87 0.81
Si 5.09 2.00 1.19
C 5.36 3.23 -0.23
C 6.67 0.91 1.39
C 4.86 2.94 2.84
H -0.85 2.56 6.06
H 0.82 2.01 6.17
H -0.42 0.92 5.60
H -0.02 4.99 4.15
H 1.07 4.65 2.82
H 1.62 4.46 4.47
H -2.20 3.06 3.24
H -1.90 1.35 3.04
H -1.37 2.48 1.81
H 1.29 0.41 3.00
H 2.49 1.61 3.42
H 3.77 0.45 -0.18
H 3.50 0.05 1.52
H 5.46 2.69 -1.17
H 6.23 3.85 -0.10
H 4.49 3.86 -0.34
H 6.86 0.35 0.48
H 6.57 0.20 2.21
H 7.54 1.53 1.59
H 3.93 3.50 2.83
H 5.68 3.65 3.01
H 4.84 2.27 3.70
*
```

Results
- Energy above the lowest of the compared OMol25 structures with the same formula, charge and spin: 28.29 kcal/mol
- Electronic energy: -131160.5426 eV
- Kohn-Sham gap: 4.4 eV
- LUMO: 0.1134 Ha